(1)
{
  "formula": "C40H57F3N3O16P",
  "method": "wB97M-V/def2-TZVPD",
  "e_lumo_ev": -1.9,
  "energy_ev": -97064.061,
  "elements": ["C", "C", "N", "C", "C", "C", "C", "C", "C", "C", "C", "C", "O", "C", "F", "F", "F", "C", "O", "C", "C", "C", "C", "P", "N", "C", "C", "C", "O", "N", "C", "C", "C", "C", "O", "H", "H", "H", "H", "H", "H", "H", "H", "H", "H", "H", "H", "H", "H", "H", "H", "H", "H", "H", "H", "H", "H", "H", "H", "H", "C", "C", "O", "C", "O", "O", "C", "H", "H", "H", "H", "H", "H", "H", "H", "C", "C", "O", "C", "O", "O", "C", "H", "H", "H", "H", "H", "H", "H", "H", "C", "C", "O", "C", "O", "O", "C", "H", "H", "H", "H", "H", "H", "H", "H", "C", "C", "O", "C", "O", "O", "C", "H", "H", "H", "H", "H", "H", "H", "H"],
  "positions_angstrom": [[-5.100, -1.944, 5.872], [-4.845, -2.957, 4.633], [-5.615, -4.022, 4.565], [-3.682, -2.706, 3.561], [-2.446, -3.705, 3.888], [-2.150, -3.910, 5.418], [-1.021, -4.875, 5.901], [-0.215, -5.601, 4.789], [-0.467, -5.387, 3.247], [-1.611, -4.420, 2.759], [-1.925, -4.215, 1.206], [-2.050, -2.683, 0.744], [-3.399, -2.499, 0.201], [-1.035, -2.243, -0.413], [-1.566, -1.001, -0.960], [0.262, -1.889, 0.125], [-0.928, -3.143, -1.494], [0.489, -6.199, 2.273], [0.916, -5.815, 1.156], [0.994, -7.630, 2.798], [1.311, -8.817, 1.858], [1.835, -10.197, 2.319], [2.067, -10.416, 3.861], [2.740, -12.097, 4.374], [4.317, -11.999, 4.769], [1.741, -9.245, 4.865], [1.963, -9.550, 6.424], [0.600, -10.147, 7.076], [0.501, -10.220, 8.342], [-0.539, -10.565, 6.227], [-0.959, -11.978, 6.511], [-1.671, -9.594, 6.359], [1.224, -7.855, 4.345], [0.921, -6.624, 5.305], [1.475, -6.400, 6.411], [-6.106, -1.416, 5.735], [-5.168, -2.549, 6.853], [-4.218, -1.222, 6.015], [-5.302, -4.573, 3.745], [-3.356, -1.616, 3.449], [-4.091, -3.059, 2.542], [-2.734, -3.373, 6.248], [-0.865, -5.018, 7.020], [-1.202, -4.744, 0.501], [-2.959, -4.702, 1.020], [-1.890, -1.944, 1.618], [-3.848, -1.758, 0.661], [1.173, -8.640, 0.735], [2.096, -11.055, 1.606], [2.687, -13.053, 3.284], [2.089, -12.617, 5.563], [4.599, -11.011, 4.663], [2.335, -8.646, 7.022], [2.756, -10.381, 6.580], [-0.210, -12.657, 5.942], [-1.989, -12.241, 6.088], [-0.867, -12.270, 7.615], [-2.656, -10.165, 6.449], [-1.747, -8.936, 5.412], [-1.574, -8.935, 7.298], [0.482, 1.361, 0.262], [-0.945, 1.742, 0.573], [-1.061, 2.310, 1.885], [-0.679, 3.593, 1.997], [-0.264, 4.292, 1.103], [-0.815, 3.957, 3.283], [-0.357, 5.280, 3.559], [0.881, 0.711, 1.046], [0.543, 0.840, -0.696], [1.131, 2.239, 0.219], [-1.567, 0.844, 0.564], [-1.352, 2.423, -0.180], [-0.820, 6.008, 2.889], [0.731, 5.321, 3.480], [-0.640, 5.525, 4.583], [-2.826, 5.760, -1.432], [-1.320, 5.861, -1.576], [-0.956, 6.214, -2.918], [-1.097, 7.511, -3.235], [-1.485, 8.385, -2.497], [-0.751, 7.665, -4.525], [-0.939, 8.991, -5.018], [-3.238, 5.079, -2.182], [-3.095, 5.397, -0.437], [-3.305, 6.729, -1.585], [-0.867, 4.889, -1.373], [-0.892, 6.569, -0.860], [-0.439, 9.726, -4.384], [-2.006, 9.212, -5.096], [-0.501, 9.044, -6.016], [5.978, 11.513, -6.617], [5.558, 10.143, -7.113], [5.110, 9.320, -6.028], [3.865, 9.568, -5.589], [3.109, 10.400, -6.029], [3.614, 8.743, -4.559], [2.347, 8.964, -3.941], [6.716, 11.421, -5.815], [6.410, 12.102, -7.429], [5.129, 12.064, -6.206], [6.417, 9.635, -7.557], [4.790, 10.212, -7.889], [1.539, 8.941, -4.675], [2.355, 9.916, -3.406], [2.181, 8.163, -3.220], [2.609, 7.409, -7.979], [1.544, 6.447, -7.490], [0.365, 6.531, -8.301], [0.429, 5.895, -9.483], [1.371, 5.266, -9.902], [-0.732, 6.100, -10.129], [-0.764, 5.547, -11.444], [2.208, 8.424, -8.049], [3.467, 7.413, -7.302], [2.962, 7.138, -8.977], [1.245, 6.718, -6.474], [1.915, 5.419, -7.452], [-0.496, 4.489, -11.437], [-0.097, 6.109, -12.100], [-1.783, 5.642, -11.821]],
  "atomic_forces_ev_per_a": [[0.50, -0.76, -0.14], [-1.18, -0.87, 0.63], [2.30, 2.47, -0.34], [0.18, -1.40, -0.32], [1.83, -1.08, 1.39], [2.59, -2.23, -2.15], [-1.33, 1.06, -4.50], [-1.53, 1.11, -0.32], [-1.62, 1.28, 2.32], [1.20, -0.53, 3.35], [-0.46, -0.20, 0.24], [-0.58, 0.23, 0.25], [0.94, 0.23, 0.88], [0.18, 1.76, -0.72], [1.59, -2.98, 1.06], [-3.26, -1.38, -1.67], [0.11, 2.20, 2.83], [1.12, -0.21, -1.52], [-1.89, -0.94, 3.59], [1.09, -3.19, 2.12], [0.50, -0.04, 1.91], [-0.58, 2.95, 3.44], [-2.33, 3.15, -2.22], [3.40, 1.13, 1.01], [-1.79, 0.87, -0.54], [0.16, 0.18, -2.32], [-0.75, -0.50, -0.56], [-0.24, 0.30, 4.08], [0.74, 0.19, -5.02], [0.04, -0.03, 0.58], [1.13, -1.27, -0.24], [-0.70, 0.77, -0.07], [0.54, -2.14, -1.96], [0.31, 0.70, 1.22], [-1.83, -1.16, -3.71], [1.62, -0.59, 0.11], [0.00, 0.76, -1.70], [-1.50, -0.85, -0.46], [-0.34, 0.18, 0.40], [-0.39, -1.47, 0.43], [0.49, 0.67, 1.53], [0.79, -0.84, -1.72], [0.05, 0.04, -1.91], [-0.72, 0.58, 1.42], [1.61, 0.97, 0.20], [0.07, -1.26, -1.45], [0.65, -0.55, -0.51], [0.20, -0.27, 1.87], [-0.58, 1.64, 1.00], [-1.09, 0.63, 0.63], [-0.51, 0.17, -1.27], [0.08, -0.72, 0.09], [-0.89, -1.30, -0.97], [-1.20, 1.27, -0.49], [-1.24, 0.94, 0.93], [1.48, 0.78, 0.68], [-0.43, 0.56, -1.41], [1.40, 0.77, -0.12], [0.21, -0.90, 1.54], [-0.14, -0.94, -1.43], [0.43, 0.13, 0.12], [0.04, -0.25, -0.56], [-0.10, 0.56, 0.20], [0.11, -0.31, 0.08], [-0.25, -0.18, 0.33], [-0.06, -0.16, -0.48], [0.11, 0.44, 0.20], [-0.11, -0.07, -0.13], [-0.06, 0.01, 0.11], [-0.15, 0.00, -0.07], [-0.03, 0.21, 0.28], [0.08, 0.07, 0.20], [0.14, -0.15, -0.03], [-0.11, 0.06, -0.14], [-0.06, -0.28, -0.09], [-0.21, 0.18, -0.19], [-0.25, -0.26, 0.59], [0.20, 0.56, -0.30], [-0.20, -0.34, 0.10], [0.26, -0.26, -0.33], [0.03, -0.08, 0.40], [-0.12, 0.42, -0.29], [0.11, -0.06, 0.12], [0.08, 0.00, -0.06], [0.10, -0.03, 0.10], [0.10, 0.18, -0.27], [-0.07, 0.03, -0.22], [-0.23, -0.09, 0.03], [0.11, 0.06, 0.14], [0.00, -0.28, 0.10], [-0.12, 0.15, 0.26], [0.23, 0.44, -0.40], [-0.49, -0.19, 0.13], [0.23, 0.12, 0.06], [0.22, -0.38, 0.15], [0.15, 0.17, -0.44], [-0.42, -0.03, 0.26], [0.04, -0.06, -0.17], [-0.01, -0.09, 0.04], [0.01, -0.07, -0.15], [-0.14, -0.19, 0.26], [-0.07, -0.01, 0.25], [0.30, 0.11, 0.08], [-0.08, -0.01, -0.16], [0.26, -0.02, -0.14], [0.02, 0.12, -0.32], [0.58, 0.07, 0.34], [-0.24, -0.33, -0.38], [0.11, 0.24, 0.15], [-0.43, 0.18, 0.14], [0.31, -0.11, 0.28], [-0.12, -0.15, -0.41], [0.02, -0.07, 0.18], [-0.08, -0.04, 0.00], [0.00, -0.11, 0.12], [-0.29, -0.02, -0.20], [-0.11, 0.10, -0.21], [0.12, 0.17, 0.03], [0.05, -0.17, 0.07], [0.05, 0.13, 0.27]]
}

(2)
{
  "formula": "C4H8O3",
  "method": "wB97M-V/def2-TZVPD",
  "s2": 0.754,
  "spin_multiplicity": 2,
  "e_lumo_ev": [3.5, 3.4],
  "e_above_lowest_ev": 0.8995,
  "total_charge": -1,
  "energy_ev": -10418.072,
  "elements": ["O", "C", "C", "C", "C", "O", "H", "H", "H", "H", "H", "H", "H", "H", "O"],
  "positions_angstrom": [[0.929, -3.216, -0.746], [0.364, -2.519, 0.060], [0.289, -1.007, 0.043], [-0.525, -0.309, 1.169], [-1.095, 1.063, 0.762], [-0.681, 2.101, 1.337], [-0.211, -2.927, 0.932], [1.322, -0.651, 0.111], [-0.133, -0.713, -0.927], [0.176, -0.124, 1.985], [-1.292, -1.016, 1.515], [-1.569, 1.034, -0.258], [0.185, 2.664, -2.420], [1.456, 3.154, -1.855], [0.783, 2.465, -1.709]],
  "atomic_forces_ev_per_a": [[-0.01, -0.23, 0.04], [-0.56, 0.98, 0.61], [-0.02, -0.01, 0.04], [0.27, -0.20, -0.45], [-0.57, -1.89, -0.53], [0.37, 1.34, 0.45], [0.21, -0.46, -0.29], [-0.03, 0.13, -0.39], [0.26, 0.03, -0.07], [-0.23, 0.02, 0.28], [-0.02, 0.04, 0.10], [0.23, 0.28, 0.30], [-0.79, -0.16, -0.37], [-0.13, -0.40, 0.42], [1.01, 0.54, -0.14]]
}